Entry 1:
{
  "formula": "C3H3N3OS",
  "method": "the ωB97M-V functional and the def2-TZVPD basis",
  "relative_energy_kj_mol": 468.7,
  "homo_ev": -9.864,
  "homo_lumo_gap_ev": 10.09,
  "smiles": "c1nncscno1",
  "symbols": ["C", "C", "C", "H", "H", "H", "N", "N", "N", "O", "S"],
  "coordinates": [[1.09, -1.07, -0.65], [-0.90, -0.37, 1.21], [-0.14, 1.48, -0.83], [1.70, -1.77, -1.24], [-1.36, -1.20, 1.71], [0.30, 2.39, -1.25], [1.16, -1.28, 0.60], [-1.59, 0.54, 0.65], [-0.93, 1.61, 0.16], [0.44, -0.32, 1.38], [0.24, 0.00, -1.74]],
  "nbo_charge": [-0.11, 0.34, -0.12, 0.23, 0.18, 0.22, -0.12, -0.26, -0.19, -0.42, 0.25]
}

=====

Entry 2:
{
  "formula": "C3H3N3S",
  "method": "the ωB97M-V functional and the def2-TZVPD basis",
  "relative_energy_kj_mol": 147.9,
  "homo_ev": -9.516,
  "homo_lumo_gap_ev": 9.25,
  "smiles": "Sc1nccnn1",
  "symbols": ["C", "C", "C", "H", "H", "H", "N", "N", "N", "S"],
  "coordinates": [[-0.82, -0.62, 0.28], [1.27, -0.29, -0.49], [1.10, 1.10, -0.42], [-2.78, -0.67, 1.16], [2.19, -0.69, -0.84], [1.81, 1.85, -0.73], [0.38, -1.19, -0.14], [-0.07, 1.55, -0.03], [-1.06, 0.67, 0.41], [-2.02, -1.73, 0.80]],
  "nbo_charge": [0.20, 0.07, -0.07, 0.16, 0.20, 0.22, -0.41, -0.16, -0.29, 0.09]
}

=====

Entry 3:
{
  "formula": "C3H3N3S",
  "method": "the ωB97M-V functional and the def2-TZVPD basis",
  "relative_energy_kj_mol": 434.8,
  "homo_ev": -9.045,
  "homo_lumo_gap_ev": 7.88,
  "smiles": "N#C/C=N/NC=S",
  "symbols": ["C", "C", "C", "H", "H", "H", "N", "N", "N", "S"],
  "coordinates": [[1.16, -0.06, -1.74], [-0.81, -0.05, 1.24], [-1.34, 1.07, 1.95], [1.63, -1.11, -2.14], [0.49, -1.68, -0.62], [-1.54, -1.13, 1.07], [0.43, -0.53, -0.64], [0.24, 0.34, 0.44], [-1.79, 1.81, 2.67], [1.53, 1.32, -2.23]],
  "nbo_charge": [-0.18, -0.06, 0.21, 0.16, 0.40, 0.23, -0.48, -0.13, -0.25, 0.11]
}

=====

Entry 4:
{
  "formula": "C3H3N3S",
  "method": "the ωB97M-V functional and the def2-TZVPD basis",
  "relative_energy_kj_mol": 366.0,
  "homo_ev": -8.698,
  "homo_lumo_gap_ev": 8.86,
  "smiles": "N#CN1CSC=N1",
  "symbols": ["C", "C", "C", "N", "N", "N", "S", "H", "H", "H"],
  "coordinates": [[-2.29, 1.28, -1.28], [1.29, 1.07, -0.33], [-0.74, -0.29, 0.35], [-3.29, 1.68, -1.63], [0.26, 1.44, -0.96], [-0.79, 0.67, -0.72], [1.06, -0.31, 0.77], [2.25, 1.51, -0.46], [-1.32, -0.01, 1.24], [-1.05, -1.28, 0.00]],
  "nbo_charge": [0.43, -0.13, -0.34, -0.35, -0.21, -0.27, 0.22, 0.23, 0.21, 0.22]
}

=====

Entry 5:
{
  "formula": "C3H3N3S2",
  "method": "the ωB97M-V functional and the def2-TZVPD basis",
  "relative_energy_kj_mol": 86.4,
  "homo_ev": -9.247,
  "homo_lumo_gap_ev": 8.73,
  "smiles": "[H]/N=C(\\C#N)NSC=S",
  "symbols": ["C", "C", "C", "H", "H", "H", "N", "N", "N", "S", "S"],
  "coordinates": [[0.99, -0.40, -0.83], [-1.16, 1.27, 1.11], [1.34, -1.81, -1.03], [2.78, 0.17, -0.58], [-0.98, -0.98, -0.90], [-1.57, 2.20, 1.45], [1.81, 0.52, -0.59], [-0.37, -0.18, -1.00], [1.66, -2.92, -1.18], [-1.05, 1.31, -0.62], [-0.75, 0.08, 2.12]],
  "nbo_charge": [0.33, -0.52, 0.20, 0.37, 0.42, 0.21, -0.61, -0.76, -0.25, 0.57, 0.04]
}

=====

Entry 6:
{
  "formula": "C3H3N3S2",
  "method": "the ωB97M-V functional and the def2-TZVPD basis",
  "relative_energy_kj_mol": 148.6,
  "homo_ev": -8.219,
  "homo_lumo_gap_ev": 7.13,
  "smiles": "S=c1nnc(S)c[nH]1",
  "symbols": ["C", "C", "C", "H", "H", "H", "N", "N", "N", "S", "S"],
  "coordinates": [[-1.06, -0.20, 0.03], [-0.39, 0.99, 0.00], [1.64, -0.27, 0.11], [-2.70, -1.65, -0.14], [-0.94, 1.96, 0.00], [1.52, 1.67, 0.01], [0.94, 0.90, 0.06], [0.88, -1.43, 0.11], [-0.39, -1.34, 0.01], [-2.79, -0.28, -0.09], [3.29, -0.36, -0.12]],
  "nbo_charge": [-0.10, 0.05, 0.16, 0.17, 0.24, 0.43, -0.49, -0.17, -0.16, 0.04, -0.18]
}

=====

Entry 7:
{
  "formula": "C3H3N4O2",
  "method": "the ωB97M-V functional and the def2-TZVPD basis",
  "homo_ev": [-11.483, -16.281],
  "multiplicity": 3,
  "homo_lumo_gap_ev": [4.59, 8.86],
  "charge": 1,
  "symbols": ["C", "C", "C", "N", "N", "N", "N", "O", "O", "H", "H", "H"],
  "coordinates": [[-1.46, 1.74, 0.25], [-4.04, -0.12, -1.29], [0.50, 0.64, -0.25], [-2.86, -0.03, -1.04], [-1.60, -0.17, -1.05], [-0.92, 0.74, -0.29], [-5.44, -0.40, 0.56], [-2.28, 2.41, 0.67], [-5.26, 0.52, 1.17], [0.90, 1.62, -0.12], [0.81, 0.09, -1.19], [0.75, 0.01, 0.64]],
  "nbo_charge": [0.96, 0.49, -0.43, -0.46, 0.12, -0.28, 0.22, -0.22, -0.18, 0.25, 0.28, 0.26]
}

=====

Entry 8:
{
  "formula": "C3H3N5",
  "method": "the ωB97M-V functional and the def2-TZVPD basis",
  "relative_energy_kj_mol": 480.6,
  "homo_ev": -9.445,
  "homo_lumo_gap_ev": 8.62,
  "smiles": "[H]/N=c1\\ccnnnn1",
  "symbols": ["C", "C", "C", "H", "H", "H", "N", "N", "N", "N", "N"],
  "coordinates": [[0.86, 0.63, 0.02], [0.00, -0.05, -0.91], [-0.99, -0.81, -0.43], [2.36, 0.17, -0.97], [0.45, -0.17, -2.05], [-1.60, -1.60, -1.06], [2.17, 0.76, 0.02], [-1.23, -1.09, 0.98], [-1.18, -0.31, 1.86], [-0.89, 1.00, 1.61], [0.06, 1.45, 0.94]],
  "nbo_charge": [0.26, -0.26, -0.06, 0.32, 0.24, 0.24, -0.53, -0.13, 0.02, 0.00, -0.11]
}

=====

Entry 9:
{
  "formula": "C3H3N5",
  "method": "the ωB97M-V functional and the def2-TZVPD basis",
  "relative_energy_kj_mol": 396.4,
  "homo_ev": -10.122,
  "homo_lumo_gap_ev": 10.34,
  "symbols": ["C", "C", "C", "H", "H", "H", "N", "N", "N", "N", "N"],
  "coordinates": [[1.29, -0.16, 1.09], [0.33, -0.33, -0.64], [-1.04, -0.01, -1.42], [1.40, 0.22, 2.15], [-1.18, -0.33, -2.46], [-1.75, 0.34, 1.35], [2.18, -0.58, 0.21], [1.47, -0.72, -0.97], [-1.83, 0.71, -0.62], [-0.96, 0.98, 0.67], [0.09, -0.11, 0.62]],
  "nbo_charge": [0.14, 0.27, 0.04, 0.21, 0.24, 0.38, -0.26, -0.27, -0.23, -0.25, -0.28]
}

=====

Entry 10:
{
  "formula": "C3H3N5",
  "method": "the ωB97M-V functional and the def2-TZVPD basis",
  "relative_energy_kj_mol": 358.1,
  "homo_ev": -9.751,
  "homo_lumo_gap_ev": 8.87,
  "smiles": "[H]/N=c1\\cnnncn1",
  "symbols": ["C", "C", "C", "H", "H", "H", "N", "N", "N", "N", "N"],
  "coordinates": [[0.25, -0.07, 0.97], [0.57, 1.10, -0.02], [0.19, -1.40, -0.83], [-0.61, 0.96, 2.22], [1.31, 1.81, 0.55], [0.20, -2.37, -1.37], [-0.29, 0.01, 2.17], [-0.07, 1.42, -1.07], [-1.09, 0.54, -1.44], [-0.90, -0.66, -1.57], [0.45, -1.34, 0.39]],
  "nbo_charge": [0.33, 0.03, 0.21, 0.34, 0.22, 0.20, -0.56, -0.24, 0.05, -0.16, -0.40]
}

=====

Copy entry 3 word for word.
{
  "formula": "C3H3N3S",
  "method": "the ωB97M-V functional and the def2-TZVPD basis",
  "relative_energy_kj_mol": 434.8,
  "homo_ev": -9.045,
  "homo_lumo_gap_ev": 7.88,
  "smiles": "N#C/C=N/NC=S",
  "symbols": ["C", "C", "C", "H", "H", "H", "N", "N", "N", "S"],
  "coordinates": [[1.16, -0.06, -1.74], [-0.81, -0.05, 1.24], [-1.34, 1.07, 1.95], [1.63, -1.11, -2.14], [0.49, -1.68, -0.62], [-1.54, -1.13, 1.07], [0.43, -0.53, -0.64], [0.24, 0.34, 0.44], [-1.79, 1.81, 2.67], [1.53, 1.32, -2.23]],
  "nbo_charge": [-0.18, -0.06, 0.21, 0.16, 0.40, 0.23, -0.48, -0.13, -0.25, 0.11]
}